Record 1
C8H16N2O3 | wB97M-V/def2-TZVPD

## Properties
largest force on an atom = 5.398 eV/Å
E_tot = -17671.9443 eV
lowest unoccupied orbital energy = 0.64 eV
frontier orbital gap = 0.362 Ha
energy above the lowest of the compared OMol25 structures with the same formula, charge and spin = 7.807 eV

Geometry as ORCA input:
```
! RIJCOSX wB97M-V def2-TZVPD def2/J DEFGRID3
* xyz 0 1
H -3.90 1.75 0.10
N -0.95 -0.08 0.60
N -2.90 1.50 2.09
C 1.00 0.24 -1.12
C 2.00 -0.40 -2.11
H -3.90 1.54 2.45
H 4.17 0.00 -3.08
O 0.84 -1.12 2.32
H -0.68 0.06 1.62
H 1.90 0.58 1.07
H 2.06 -2.54 1.60
C -3.17 1.02 0.74
H 0.36 0.68 -1.80
H 1.33 -1.06 -2.54
C 0.07 -0.75 -0.07
C 1.53 1.14 0.02
H -2.31 2.27 2.04
C 2.83 0.55 -2.90
C -2.12 0.48 -0.09
H -3.91 0.28 0.98
H 2.19 0.48 -4.16
H 0.55 1.61 0.30
O -2.31 0.54 -1.31
H 2.75 1.77 -2.26
H 2.41 1.84 -0.45
C 0.90 -1.33 1.16
H -0.11 -1.67 -0.79
H 2.68 -1.05 -1.51
O 1.87 -2.20 0.71
*
```

These are the Mulliken partial charges, in e, on atoms 1 to 8: 0.28 -0.13 -0.53 -0.31 -0.93 0.27 0.22 -0.55

Record 2
C8H16N2SSi | wB97M-V/def2-TZVPD

## Properties
largest force on an atom = 3.335 eV/Å
E_tot = -30246.9421 eV
lowest unoccupied orbital energy (spin up / spin down) = -0.88 / -0.93 eV
frontier orbital gap (spin up / spin down) = 0.229 / 0.226 Ha
energy above the lowest of the compared OMol25 structures with the same formula, charge and spin = 1.409 eV

Geometry as ORCA input:
```
! RIJCOSX wB97M-V def2-TZVPD def2/J DEFGRID3
* xyz 0 1
H -0.77 -2.72 1.12
H 2.86 1.08 1.56
H -2.36 1.84 0.84
C -2.59 0.91 0.38
C 2.34 0.33 0.98
H 0.21 -4.04 0.56
C 0.46 2.78 0.73
H 1.83 0.45 -2.30
H 1.95 -0.40 1.69
S -4.21 0.42 0.10
H 2.37 2.06 -1.87
H -0.27 -2.32 -1.30
H 0.73 1.80 -2.45
H -0.31 3.29 0.15
C 0.22 -2.96 0.74
N -2.32 -1.16 -0.60
H 1.32 3.44 0.77
C 1.52 1.38 -1.83
N -0.37 0.00 0.05
C -3.59 -1.05 -0.58
H 0.97 -2.74 1.49
H 0.09 2.65 1.74
Si 0.92 1.10 -0.04
C -1.70 -0.06 -0.06
H 1.44 -1.87 -0.75
H 3.07 -0.17 0.36
C 0.46 -2.25 -0.52
H -4.27 -1.80 -0.94
*
```

These are the Mulliken partial charges, in e, on atoms 1 to 8: 0.26 0.38 0.40 -0.34 -0.99 0.36 -1.15 0.32

What did the first record say?
C8H16N2O3 | wB97M-V/def2-TZVPD

## Properties
largest force on an atom = 5.398 eV/Å
E_tot = -17671.9443 eV
lowest unoccupied orbital energy = 0.64 eV
frontier orbital gap = 0.362 Ha
energy above the lowest of the compared OMol25 structures with the same formula, charge and spin = 7.807 eV

Geometry as ORCA input:
```
! RIJCOSX wB97M-V def2-TZVPD def2/J DEFGRID3
* xyz 0 1
H -3.90 1.75 0.10
N -0.95 -0.08 0.60
N -2.90 1.50 2.09
C 1.00 0.24 -1.12
C 2.00 -0.40 -2.11
H -3.90 1.54 2.45
H 4.17 0.00 -3.08
O 0.84 -1.12 2.32
H -0.68 0.06 1.62
H 1.90 0.58 1.07
H 2.06 -2.54 1.60
C -3.17 1.02 0.74
H 0.36 0.68 -1.80
H 1.33 -1.06 -2.54
C 0.07 -0.75 -0.07
C 1.53 1.14 0.02
H -2.31 2.27 2.04
C 2.83 0.55 -2.90
C -2.12 0.48 -0.09
H -3.91 0.28 0.98
H 2.19 0.48 -4.16
H 0.55 1.61 0.30
O -2.31 0.54 -1.31
H 2.75 1.77 -2.26
H 2.41 1.84 -0.45
C 0.90 -1.33 1.16
H -0.11 -1.67 -0.79
H 2.68 -1.05 -1.51
O 1.87 -2.20 0.71
*
```

These are the Mulliken partial charges, in e, on atoms 1 to 8: 0.28 -0.13 -0.53 -0.31 -0.93 0.27 0.22 -0.55

Look up the energy above the lowest of the compared OMol25 structures with the same formula, charge and spin of the first one. 7.807 eV